1.
ORCA calculation (wB97M-V/def2-TZVPD) on a gas-phase ion, C3H12N4 (charge +2).

Last column: Löwdin charge in e.
Geometry (Å):
1 C 0.59091 -0.56738 -2.66301  0.0367
2 N 0.56702 0.38341 -1.54685  -0.0899
3 N 0.22987 -0.18476 -0.33827  0.0668
4 C -0.12073 0.59892 0.64234  -0.3453
5 N -0.22531 1.90554 0.48963  0.2284
6 C -0.47888 -0.01800 1.99035  0.0031
7 N -0.54252 -1.57593 1.85638  0.1992
8 H -0.32695 -1.08948 -2.74220  0.0946
9 H 0.65266 0.13493 -3.51736  0.1354
10 H 1.36992 -1.27116 -2.37458  0.1222
11 H 1.54455 0.70086 -1.56986  0.1906
12 H 0.26128 1.46364 -1.75020  0.2414
13 H -0.51188 2.42446 1.23859  0.1085
14 H -0.13402 2.37443 -0.39195  0.1204
15 H -1.47377 0.36930 2.26702  0.1553
16 H 0.14664 0.37306 2.78200  0.1508
17 H -0.81947 -2.03433 0.96783  0.1720
18 H -1.15490 -2.01265 2.61387  0.2089
19 H 0.42559 -1.97487 2.04628  0.2010

Calculated values
**Structure (SMILES)**: C[NH2+]/N=C(\N)C[NH3+]
**Charge**: +2
**ΔE to the lowest compared entry with this formula, charge and spin**: 261.54 kJ/mol
**Gap between HOMO and LUMO**: 11.483 eV

***

2.
ORCA calculation (wB97M-V/def2-TZVPD) on 2 unconnected molecules or ions with the total composition C7H12O2.

Last column: Löwdin charge in e.
Geometry (Å):
1 O -1.31993 -1.03906 -1.22893  -0.0319
2 C -0.81273 0.08031 -1.04344  -0.3681
3 C -1.46358 1.14897 -0.28004  -0.0677
4 C -2.50498 0.84192 0.51918  -0.1777
5 O -3.05704 -0.36346 0.63829  0.0389
6 H -0.23919 0.57406 -1.94184  0.1215
7 H -1.04183 2.13919 -0.27424  0.1038
8 H -2.95190 1.58205 1.17387  0.1225
9 H -2.58306 -0.95902 0.00024  0.0899
10 C 1.45235 0.29605 -1.22929  0.0273
11 C 1.12430 -0.24107 -0.00070  -0.4224
12 C 1.21454 0.61329 1.23910  -0.0671
13 C 1.24213 -1.71803 0.23547  -0.0543
14 H 1.71555 1.34095 -1.33334  0.0965
15 H 1.69761 -0.34267 -2.06620  0.1021
16 H 1.16052 1.67504 1.00970  0.0748
17 H 2.15628 0.42889 1.75927  0.0874
18 H 0.40491 0.36613 1.92600  0.0823
19 H 1.05179 -2.01779 1.26551  0.0820
20 H 0.52657 -2.31122 -0.32824  0.0740
21 H 2.22767 -2.09450 -0.04037  0.0862

Calculated values
**Structure (SMILES)**: O=C/C=C\O.C=C(C)C
**ΔE to the lowest compared entry with this formula, charge and spin**: 274.42 kJ/mol
**Gap between HOMO and LUMO**: 8.706 eV

***

3.
ORCA calculation (wB97M-V/def2-TZVPD) on C4H9FS in the gas phase.

Last column: Löwdin charge in e.
Geometry (Å):
1 C 0.16021 1.99403 1.87544  -0.2674
2 S -0.21668 0.07911 1.59248  0.7591
3 C 0.69680 -0.16437 0.05499  -0.4740
4 C -0.15074 -0.29966 -1.27260  -0.3997
5 C -1.00671 -1.60482 -1.41409  -0.0669
6 F 0.72090 -0.23714 -2.38214  -0.0580
7 H 1.14288 2.04119 1.53012  -0.0077
8 H 0.14943 2.06436 2.99489  0.0494
9 H -0.59321 2.39511 1.25503  0.0070
10 H 1.51252 -0.76921 0.05426  0.0475
11 H 1.04581 0.81381 0.14288  0.0013
12 H -0.75348 0.62757 -1.27549  0.1281
13 H -0.30882 -2.44021 -1.80863  0.0983
14 H -1.41128 -1.94210 -0.36933  0.0832
15 H -2.00239 -1.47306 -2.02653  0.0996

Calculated values
**Structure (SMILES)**: CSC[C@H](C)F
**ΔE to the lowest compared entry with this formula, charge and spin**: 172.86 kJ/mol
**Gap between HOMO and LUMO**: 9.853 eV

***

4.
ORCA calculation (wB97M-V/def2-TZVPD) on C6H6O in the gas phase.

Last column: Löwdin charge in e.
Geometry (Å):
1 O -2.17038 -1.03865 1.18422  0.0136
2 C -1.75620 0.23940 0.97216  -0.2000
3 C -1.36258 0.69724 -0.19747  0.0016
4 C -0.47369 0.75991 -1.16987  -0.0560
5 C 0.82220 0.21453 -0.81562  -0.2482
6 C 1.96445 -0.37386 -0.98088  0.0205
7 C 1.56186 -0.07249 0.44461  -0.1232
8 H -1.94219 -1.55143 0.39419  0.1123
9 H -1.82882 0.84696 1.86820  0.1228
10 H -0.65603 1.15789 -2.16507  0.1006
11 H 2.68030 -0.84159 -1.64142  0.0911
12 H 1.24031 -0.87828 1.11466  0.0810
13 H 1.97473 0.78592 0.98518  0.0838

Calculated values
**Structure (SMILES)**: OC=C=CC1=CC1
**ΔE to the lowest compared entry with this formula, charge and spin**: 438.57 kJ/mol
**Gap between HOMO and LUMO**: 9.453 eV

***

5.
ORCA calculation (wB97M-V/def2-TZVPD) on C20H20N4O4S in the gas phase.

Last column: Löwdin charge in e.
Geometry (Å):
1 C 2.19624 -2.50611 -8.24033  -0.0662
2 C 1.88916 -2.32783 -6.76176  -0.2605
3 O 1.39360 -1.01394 -6.58209  -0.0499
4 C 1.05740 -0.60718 -5.33202  -0.2614
5 C 0.58667 0.70565 -5.22498  -0.0064
6 C 0.21850 1.21773 -3.99812  -0.0767
7 C 0.30701 0.44569 -2.85211  -0.0344
8 C 0.77447 -0.86134 -2.95493  -0.1474
9 C 0.88524 -1.70662 -1.78894  -0.2314
10 N 1.31804 -2.94948 -1.76040  0.0649
11 N 1.28733 -3.42781 -0.51040  0.0196
12 C 0.82900 -2.46684 0.24193  -0.6054
13 S 0.45453 -2.15107 1.89215  1.1146
14 C -0.04330 -0.50490 1.38052  -0.4440
15 C -0.53127 0.44873 2.33956  -0.1487
16 C -0.62537 0.10810 3.68622  0.0365
17 C -1.08430 0.98071 4.65932  -0.1916
18 O -1.09588 0.45785 5.91603  -0.0654
19 C -1.57565 1.19105 7.02093  -0.0731
20 C -1.47280 2.27608 4.25846  -0.1753
21 O -1.92077 3.14483 5.21079  -0.1023
22 C -2.30934 4.44411 4.83659  -0.0701
23 C -1.38497 2.62212 2.91382  0.0561
24 C -0.92394 1.74250 1.94220  -0.2110
25 O -0.82578 2.04836 0.63068  -0.0839
26 C -1.20220 3.33075 0.18813  -0.0645
27 N 0.07833 -0.28071 0.12319  0.1192
28 N 0.55497 -1.34686 -0.51180  -0.0353
29 C 1.14955 -1.38973 -4.19071  0.0389
30 H 2.58760 -3.50357 -8.41810  0.0754
31 H 2.93152 -1.77169 -8.55770  0.0766
32 H 1.29258 -2.36659 -8.82739  0.0765
33 H 2.79916 -2.47101 -6.16363  0.1275
34 H 1.13823 -3.06076 -6.43725  0.1275
35 H 0.52149 1.29978 -6.12285  0.1152
36 H -0.14238 2.23394 -3.93415  0.1008
37 H 0.01949 0.84449 -1.89187  0.0840
38 H -0.33089 -0.87750 4.01128  0.1001
39 H -1.48583 0.51089 7.86766  0.0947
40 H -0.97547 2.08392 7.20757  0.0943
41 H -2.62200 1.47669 6.89483  0.0953
42 H -2.61563 4.92948 5.76208  0.0982
43 H -1.47850 5.00348 4.39537  0.1001
44 H -3.15482 4.42946 4.14170  0.1000
45 H -1.68566 3.61184 2.61659  0.0925
46 H -2.26104 3.53126 0.38131  0.1001
47 H -1.02983 3.32740 -0.88684  0.0912
48 H -0.58986 4.11343 0.64759  0.1002
49 H 1.50310 -2.40691 -4.21015  0.1046

Calculated values
**Structure (SMILES)**: CCOc1cccc(-c2nnc3sc(-c4cc(OC)c(OC)cc4OC)nn23)c1
**ΔE to the lowest compared entry with this formula, charge and spin**: 350.27 kJ/mol
**Gap between HOMO and LUMO**: 8.105 eV

***

6.
ORCA calculation (wB97M-V/def2-TZVPD) on a molecular structure, C7H10.

Last column: Löwdin charge in e.
Geometry (Å):
1 C -0.02215 0.99183 -1.56197  -0.0789
2 C -0.06041 1.32874 -0.12543  -0.2901
3 C -0.73683 0.43703 0.84094  -0.2239
4 C -1.14065 -0.98796 0.46399  -0.1416
5 C 0.18660 -1.69365 0.34797  -0.0885
6 C 1.23494 -0.85204 0.34313  -0.0801
7 C 0.77098 0.46232 0.87333  -0.1946
8 H -0.40251 1.71652 -2.29218  0.0604
9 H 1.33835 0.72211 -1.72480  0.1739
10 H -0.27816 0.00991 -1.95672  0.0465
11 H -0.01100 2.38680 0.11535  0.1303
12 H -1.30094 0.93116 1.61745  0.1293
13 H -1.71551 -1.05545 -0.47384  0.1134
14 H -1.77441 -1.42245 1.24354  0.1090
15 H 0.29517 -2.76990 0.26487  0.0980
16 H 2.27721 -1.16207 0.36174  0.1031
17 H 1.33931 0.95709 1.66263  0.1336

Calculated values
**ΔE to the lowest compared entry with this formula, charge and spin**: 260.20 kJ/mol
**Gap between HOMO and LUMO**: 9.624 eV